61
Properties=species:S:1:pos:R:3:mulliken_charge:R:1 method="wB97M-V/def2-TZVPD" largest_force_ev_per_a=1.36 charge=+1 lumo_energy_ev=-3.44 total_energy_ev=-134319.07375 gap_ev=8.9
Tl 1.17807 0.86435 -0.30355 2.366
C -1.79429 0.15404 3.90705 -0.950
N -2.40670 -0.08941 2.58705 0.398
C -3.81271 -0.49165 2.65188 -0.926
P -1.36548 -0.57378 1.43913 -0.379
O -0.26257 0.43178 1.26286 -0.858
O -2.29985 -0.60672 0.11406 0.937
P -1.95590 -0.02731 -1.35800 -0.585
O -0.47197 0.11631 -1.55184 -0.728
N -2.60345 -1.15138 -2.31954 0.424
C -3.70411 -2.04640 -1.96718 -0.813
C -2.39846 -0.96619 -3.76317 -1.088
N -2.69021 1.41112 -1.53349 0.449
C -4.14206 1.44591 -1.33666 -0.932
C -2.01661 2.65645 -1.15110 -0.877
N -0.76224 -2.05694 1.67287 0.404
C -1.69868 -3.17274 1.84295 -0.950
C 0.51128 -2.44518 1.04932 -0.640
H -1.69780 -0.77014 4.48143 0.308
H -2.42976 0.84883 4.45319 0.384
H -0.81279 0.60753 3.78865 0.261
H -3.95663 -1.37811 3.27387 0.362
H -4.20287 -0.68235 1.65532 0.186
H -4.38441 0.32428 3.09341 0.366
H -3.86816 -2.05322 -0.89411 0.133
H -3.46162 -3.06051 -2.28650 0.323
H -4.62600 -1.74073 -2.46796 0.353
H -1.59066 -0.26058 -3.94618 0.317
H -3.30861 -0.59497 -4.23847 0.315
H -2.12552 -1.92105 -4.21137 0.387
H -4.59086 0.50063 -1.63633 0.248
H -4.56870 2.23486 -1.95424 0.371
H -4.39506 1.64279 -0.29093 0.298
H -0.95117 2.59215 -1.35570 0.217
H -2.17778 2.89378 -0.09569 0.336
H -2.41418 3.46777 -1.75897 0.384
H -2.65984 -2.82850 2.21022 0.269
H -1.28976 -3.87712 2.56588 0.356
H -1.85653 -3.69398 0.89465 0.327
H 1.25592 -1.65842 1.16987 0.111
H 0.38677 -2.68195 -0.01192 0.305
H 0.88159 -3.33093 1.56291 0.381
O 2.75926 -0.77736 -1.73022 -0.553
As 3.55176 0.79512 -2.10167 0.994
O 4.12748 0.75067 -3.60967 -0.705
O 2.17552 1.78916 -1.82632 -0.704
C 4.91187 1.18189 -0.77950 0.007
C 6.16261 1.28392 -1.36420 -0.504
C 7.27044 1.62468 -0.59487 -0.627
C 7.13264 1.87481 0.75556 -0.621
C 5.88457 1.77772 1.36148 -0.520
C 4.77937 1.43896 0.60262 0.164
S 3.26053 1.22425 1.48629 1.460
O 2.29658 2.27348 1.04270 -0.700
O 3.51046 1.18729 2.88626 -0.635
O 2.72867 -0.06519 0.90621 -0.769
H 2.73289 -1.27488 -2.55990 0.288
H 6.25658 1.10001 -2.42718 0.533
H 8.24318 1.69182 -1.06314 0.413
H 7.99535 2.14226 1.35038 0.408
H 5.76062 1.94912 2.42152 0.522